# C24H55BrN7O11P

A 8-piece molecular cluster, C24H55BrN7O11P overall (ωB97M-V/def2-TZVPD, OMol25).

Summary:
* total charge: 0
* Kohn-Sham gap: 9.06 eV
* LUMO level: 0.58 eV
* highest occupied orbital energy: -8.5 eV
* SMILES: CCOC(=O)OP(O)Br.CNC(C)=O.CNC(C)=O.CNC(C)=O.CNC(C)=O.CNC(C)=O.CNC(C)=O.CNC(C)=O

XYZ file:
```
99
C24H55BrN7O11P ωB97M-V/def2-TZVPD
C -0.76988 -5.01912 1.98885
C -1.72602 -5.87909 1.16723
O -1.34175 -7.27989 1.25382
C -0.57784 -7.87154 0.35940
O 0.09909 -8.80078 0.58900
O -0.79443 -7.47130 -0.95945
P 0.28281 -6.73230 -1.93183
O 1.33443 -6.36431 -0.75202
Br -0.65629 -4.67815 -2.29442
H 0.09771 -4.70048 1.39918
H -1.28903 -4.12398 2.36104
H -0.41761 -5.59719 2.85201
H -1.77328 -5.56916 0.12410
H -2.74529 -5.83337 1.56265
H 2.09911 -5.88607 -1.11768
C 0.68508 1.05753 1.47611
N -0.33311 0.16831 2.01016
C -0.69077 -1.06371 1.58020
C 0.05495 -1.59985 0.38891
O -1.58662 -1.68610 2.14685
H 1.39946 1.29651 2.26610
H 0.23236 1.98467 1.13170
H 1.20565 0.59707 0.64326
H -0.87163 0.49279 2.79826
H -0.31033 -2.59312 0.14922
H -0.09931 -0.94118 -0.46632
H 1.12285 -1.65730 0.59844
C -4.67714 2.56550 0.37278
N -3.40821 1.87531 0.26679
C -2.48143 1.97485 -0.72532
C -2.77641 2.91430 -1.86912
O -1.45425 1.31820 -0.66717
H -4.72133 3.16224 1.28690
H -5.50277 1.85043 0.39721
H -4.82184 3.22257 -0.48154
H -3.15400 1.21344 0.98628
H -1.93350 2.86653 -2.55290
H -3.68906 2.63300 -2.39162
H -2.89911 3.93879 -1.52092
C 1.49462 -13.31786 -2.38107
N 2.25481 -12.34143 -3.13128
C 2.13115 -10.98478 -3.11298
C 1.07496 -10.39907 -2.20649
O 2.85387 -10.28650 -3.80362
H 2.14645 -13.90872 -1.73479
H 0.96554 -13.99988 -3.04953
H 0.76182 -12.81792 -1.75583
H 2.97549 -12.67220 -3.75367
H 1.11088 -9.31934 -2.31017
H 0.07882 -10.74753 -2.48254
H 1.25549 -10.65329 -1.16209
C -8.33452 5.05561 -4.74989
N -7.07835 4.96523 -4.03437
C -6.77217 4.18338 -2.96955
C -7.85535 3.27658 -2.43210
O -5.65609 4.21686 -2.47225
H -8.20432 4.78385 -5.79840
H -8.73506 6.06942 -4.70426
H -9.06339 4.38153 -4.31170
H -6.31228 5.54352 -4.34403
H -7.44609 2.72516 -1.59091
H -8.71790 3.85274 -2.09543
H -8.18738 2.56925 -3.19273
C 6.15460 -1.21606 1.98404
N 4.92751 -1.60706 1.32355
C 4.30722 -1.00397 0.27483
C 4.95204 0.23628 -0.29987
O 3.26434 -1.45090 -0.17423
H 6.90297 -2.00769 1.91741
H 5.97705 -0.99926 3.03878
H 6.56052 -0.32412 1.51754
H 4.44383 -2.42410 1.66322
H 4.32988 0.58590 -1.11801
H 5.02608 1.02316 0.45179
H 5.95246 0.02012 -0.67691
C -2.18188 5.66023 1.12595
N -1.09675 4.84127 1.61899
C 0.20146 5.20355 1.83778
C 0.58688 6.62922 1.52380
O 0.99686 4.38899 2.27621
H -2.99430 5.71519 1.85407
H -2.58768 5.26002 0.19566
H -1.82811 6.66857 0.93532
H -1.29130 3.87504 1.83382
H 1.64313 6.76409 1.73741
H 0.41210 6.85581 0.47086
H -0.00174 7.32179 2.12866
C 6.49344 7.51190 3.82724
N 5.31497 7.12866 3.07964
C 4.73536 7.77121 2.03216
C 5.37559 9.05526 1.55606
O 3.73429 7.31497 1.50550
H 7.26595 6.74410 3.75755
H 6.25428 7.66265 4.88132
H 6.89971 8.43894 3.43503
H 4.83673 6.27996 3.34260
H 4.79036 9.43001 0.72199
H 5.38942 9.80413 2.34886
H 6.40045 8.88351 1.22496
```

=====

# C32H74O22

A 11-piece molecular cluster, C32H74O22 overall (ωB97M-V/def2-TZVPD, OMol25).

Summary:
* total charge: 0
* Kohn-Sham gap: 9.80 eV
* LUMO level: 0.41 eV
* highest occupied orbital energy: -9.4 eV
* relative energy (zero: lowest compared OMol25 entry of this formula, charge and spin): 86.7 kJ/mol
* SMILES: O=C1OCCO1.O=C1OCCO1.O=C1OCCO1.COCCOC.COCCOC.COCCOC.COCCOC.COCCOC.CO.CO.CO

XYZ file:
```
128
C32H74O22 ωB97M-V/def2-TZVPD
O -0.21350 1.70795 -3.08727
C -0.20989 2.69800 -2.34137
O 0.81108 2.93153 -1.55282
C 0.40696 3.87752 -0.60841
C -0.64377 4.70116 -1.34620
O -1.09256 3.77333 -2.31701
H -0.00070 3.43013 0.29810
H 1.22231 4.55128 -0.34506
H -0.26078 5.62584 -1.77793
H -1.53490 4.95998 -0.77435
O 0.31539 0.94009 1.40416
C 0.20933 0.02628 0.60756
O -0.81897 -0.56628 0.20838
C -0.68537 -1.36246 -0.95235
C 0.84850 -1.44446 -1.03842
O 1.23968 -0.39128 -0.11976
H -1.14110 -2.32923 -0.73847
H -1.14470 -0.92836 -1.84043
H 1.14419 -1.15887 -2.04793
H 1.31672 -2.37848 -0.72781
O -0.71345 -1.40457 -4.26476
C 0.16517 -1.65059 -5.09026
O 1.08109 -2.55221 -4.97834
C 1.67950 -2.76758 -6.26141
C 1.57446 -1.42451 -6.90133
O 0.34330 -1.04056 -6.25925
H 2.73003 -3.02793 -6.13223
H 1.16242 -3.56694 -6.79220
H 1.45134 -1.31543 -7.97885
H 2.33605 -0.73333 -6.54028
C -1.46978 3.72743 2.58715
O -0.45769 4.59658 2.20522
C -0.49833 5.85624 2.76710
C 0.45502 6.92733 2.11660
O 0.33671 6.99273 0.74438
C -0.84856 7.66215 0.27336
H -1.37022 3.41522 3.62672
H -1.56754 2.84562 1.95394
H -2.46201 4.14526 2.41688
H -0.25532 5.75134 3.82447
H -1.52445 6.22225 2.80176
H 1.45396 6.62972 2.43544
H 0.33419 7.87321 2.64462
H -0.96484 8.56031 0.87991
H -1.66834 6.96029 0.42656
H -0.81377 8.03043 -0.75195
C 3.41573 -0.30221 -3.60050
O 4.17730 0.83395 -3.89429
C 5.50605 0.47524 -4.09902
C 6.37398 1.61230 -4.69691
O 6.25368 2.68964 -3.83556
C 6.97935 3.87639 -4.25990
H 2.35613 -0.05181 -3.65205
H 3.57334 -0.61555 -2.56848
H 3.58633 -1.05740 -4.36777
H 5.60076 -0.41003 -4.72785
H 5.98736 0.16348 -3.17207
H 5.99343 1.74990 -5.70901
H 7.40493 1.26580 -4.76886
H 8.04585 3.70006 -4.11992
H 6.63225 4.72133 -3.66518
H 6.78498 4.06888 -5.31501
C 0.43691 -4.50167 -2.56679
O -0.12227 -4.38273 -1.27999
C 0.48316 -5.22134 -0.27310
C -0.39906 -5.19102 0.91080
O -1.50278 -6.07913 0.72492
C -2.37565 -6.17972 1.89288
H -0.21739 -3.91165 -3.20856
H 0.43275 -5.52936 -2.93001
H 1.43909 -4.09335 -2.69725
H 1.43932 -4.83387 0.07865
H 0.50548 -6.26091 -0.60005
H -0.76834 -4.17451 1.04657
H 0.18624 -5.48588 1.78177
H -1.97822 -6.48483 2.86089
H -3.22644 -6.83163 1.69473
H -2.81244 -5.19691 2.07011
C 3.14710 0.35280 6.49504
O 3.49649 -0.59570 5.49794
C 3.08023 -1.89690 5.84412
C 3.62811 -2.91454 4.92767
O 2.84403 -2.94877 3.71810
C 3.08543 -2.00047 2.73369
H 3.54489 0.10631 7.47948
H 2.07533 0.43166 6.67720
H 3.39948 1.39353 6.29185
H 1.99750 -2.01708 5.88095
H 3.37851 -2.17087 6.85608
H 3.60324 -3.90563 5.38066
H 4.67809 -2.70558 4.72280
H 4.08777 -2.20973 2.36006
H 3.02692 -0.93758 2.96810
H 2.44465 -2.12053 1.86015
C -6.58068 0.29013 4.80719
O -5.32479 0.72960 4.36323
C -4.17580 -0.01545 4.82609
C -2.89495 0.80170 4.58347
O -1.65421 0.11608 4.57724
C -0.57669 0.97941 4.68067
H -6.72218 -0.70550 4.38674
H -7.38560 0.91126 4.41423
H -6.64717 0.29247 5.89516
H -3.97158 -0.97607 4.35324
H -4.12156 -0.15388 5.90590
H -2.85649 1.45202 5.45737
H -2.96182 1.41642 3.68583
H 0.34387 0.40597 4.78945
H -0.64427 1.62042 5.55966
H -0.28879 1.50522 3.77032
C -3.59944 -4.49005 -1.74662
O -4.91601 -5.04271 -1.84642
H -3.63984 -3.62501 -1.08469
H -2.82377 -5.15450 -1.36590
H -3.23440 -4.14263 -2.71313
H -5.20065 -5.10029 -0.93140
C -4.57624 -1.58350 -3.24534
O -5.36499 -0.53590 -3.79129
H -3.69559 -1.09601 -2.82714
H -5.10288 -2.11196 -2.45068
H -4.34162 -2.22052 -4.09813
H -5.30848 -0.62978 -4.74502
C -3.60875 1.27540 -1.30141
O -5.04625 1.35568 -1.41043
H -3.10671 0.42351 -0.84280
H -3.11208 1.42053 -2.26077
H -3.42583 2.12280 -0.64068
H -5.40018 0.86665 -2.15688
```

=====

# C27H53F19I2NO12S

A 10-piece molecular cluster, C27H53F19I2NO12S overall (ωB97M-V/def2-TZVPD, OMol25).

Summary:
* total charge: +1
* Kohn-Sham gap: 6.64 eV
* LUMO level: -4.70 eV
* highest occupied orbital energy: -11.3 eV

XYZ file:
```
115
C27H53F19I2NO12S ωB97M-V/def2-TZVPD
C -3.12977 1.32767 -3.05141
C -1.66080 1.38700 -2.25048
O -1.07310 0.07257 -2.40940
C -0.27126 -0.38066 -1.26316
S 1.43622 0.21485 -1.50787
O 2.25540 0.77231 -0.33735
O 2.33920 -0.94500 -2.10088
C 1.66051 1.57895 -2.83960
F 1.27401 2.92537 -2.31844
F 1.06266 1.22395 -4.14122
F 3.15788 1.65292 -3.02945
C -1.05845 -0.25462 0.20363
C -0.10388 -0.76189 1.45567
C 0.36645 -2.31104 1.47774
C 1.46427 -2.78908 0.37461
I 2.47092 -4.58789 1.23211
C -2.45723 -1.08574 0.28609
F -3.63373 -0.24553 -0.16829
F -2.82084 -1.36118 1.73675
C -2.69006 -2.49967 -0.41513
F -3.53461 -3.35637 0.52585
F -1.58791 -3.41795 -0.70366
C -3.68107 -2.56494 -1.74860
F -3.24416 -1.81922 -2.92145
F -5.14049 -2.40109 -1.39643
F -3.60370 -4.02322 -2.15847
N -1.16869 1.27526 0.40073
C -1.53946 1.83174 1.74725
C -2.93343 1.66509 2.47126
C -2.89833 1.34767 4.11627
F -1.79125 0.45710 4.52503
F -4.15605 0.55958 4.41687
C -3.03146 2.69868 5.03914
F -4.25828 3.51761 4.74861
F -3.24109 2.19283 6.44849
C -1.72313 3.66637 5.09433
F -0.44024 3.05424 4.68893
F -1.54666 4.04815 6.54705
C -1.85273 5.09115 4.29019
F -2.43909 5.00408 2.93622
F -0.49211 5.72236 4.11875
F -2.68040 6.00315 5.16454
C -1.66162 2.07225 -0.80251
I -3.55762 3.16025 -0.60504
H -2.89619 0.61558 -3.98399
H -3.42857 2.35355 -3.53489
H -3.97046 0.78444 -2.45993
H -1.04716 2.10144 -2.99119
H -0.19040 -1.55598 -1.46909
H 0.88736 -0.10785 1.58806
H -0.59981 -0.60405 2.53403
H 0.92185 -2.44815 2.53096
H -0.58155 -3.02916 1.58719
H 1.04336 -3.15318 -0.65360
H 2.33125 -1.99040 0.29010
H -0.11298 1.51371 0.42572
H -1.38979 3.01179 1.55942
H -0.68439 1.65106 2.56774
H -3.74807 0.94730 2.04616
H -3.49381 2.72655 2.44911
H -0.90258 2.99944 -0.87128
C 6.05230 -6.47454 0.77104
O 5.13460 -6.50581 1.84857
H 6.46120 -5.46546 0.68166
H 6.86528 -7.17903 0.96309
H 5.53714 -6.74001 -0.15545
H 4.78867 -7.41284 1.90328
C 6.06851 3.08822 -0.80215
O 5.03725 2.30790 -0.22611
H 6.75869 3.40159 -0.01546
H 6.60868 2.49144 -1.54121
H 5.63583 3.97195 -1.27760
H 4.44099 2.04460 -0.94757
C -6.34955 -5.74581 -2.95945
O -5.82976 -5.63815 -4.27188
H -6.89243 -6.68944 -2.86852
H -5.52821 -5.72963 -2.23884
H -7.03292 -4.91483 -2.76780
H -5.35378 -4.79183 -4.32235
C -7.42207 1.03293 3.01542
O -6.46957 0.46044 2.13836
H -7.71908 2.01041 2.62847
H -8.29994 0.38488 3.07462
H -6.97877 1.15524 4.00677
H -6.22513 -0.40525 2.50739
C 6.43787 -5.27606 -3.00379
O 5.40661 -6.05638 -2.42775
H 7.12805 -4.96269 -2.21710
H 6.97803 -5.87284 -3.74285
H 6.00519 -4.39232 -3.47924
H 4.81035 -6.31968 -3.14921
C 4.13332 1.93995 -6.54688
O 4.71569 1.52547 -5.32489
H 4.90008 1.93701 -7.32501
H 3.33385 1.24828 -6.82363
H 3.73307 2.95082 -6.43655
H 4.01200 1.53798 -4.65404
C 2.13552 7.22994 2.14791
O 1.69500 5.96722 1.68348
H 1.63048 8.01387 1.57887
H 1.88933 7.33568 3.20733
H 3.21533 7.31599 2.00350
H 2.15983 5.29213 2.20648
C 10.04717 -6.28456 -3.49098
O 9.35783 -5.66081 -2.42328
H 9.90584 -5.69347 -4.39876
H 11.11301 -6.33802 -3.25591
H 9.64676 -7.28935 -3.64697
H 9.50143 -6.20743 -1.63212
C -6.93580 6.01550 3.76254
O -7.37632 4.75278 3.29810
H -7.44084 6.79943 3.19349
H -7.18199 6.12123 4.82195
H -5.85599 6.10154 3.61813
H -6.91149 4.07769 3.82111
```

=====

# C3H3NO

An isolated molecule of C3H3NO (ωB97M-V/def2-TZVPD, OMol25).

Summary:
* total charge: 0
* Kohn-Sham gap: 10.28 eV
* LUMO level: 0.39 eV
* highest occupied orbital energy: -9.9 eV
* relative energy (zero: lowest compared OMol25 entry of this formula, charge and spin): 345.1 kJ/mol
* SMILES: c1cnoc1

XYZ file:
```
8
C3H3NO ωB97M-V/def2-TZVPD
C 0.25442 0.90314 0.11824
C -0.99320 0.04541 0.30055
N -0.74808 -1.24019 0.17336
O 0.61100 -1.32218 0.01825
C 1.16802 -0.10344 -0.09306
H -0.50083 1.39867 -0.71184
H -2.03888 0.40720 0.38184
H 2.24755 -0.08859 -0.18735
```

=====

# C10H24ClIIrN2OPS

C10H24ClIIrN2OPS as an isolated structure (ωB97M-V/def2-TZVPD, OMol25).

Summary:
* total charge: +3
* Kohn-Sham gap (spin up / spin down): 8.07 / 4.27 eV
* LUMO level (spin up / spin down): -10.68 / -14.47 eV
* 2S+1: 6
* highest occupied orbital energy (spin up / spin down): -18.8 / -18.7 eV
* relative energy (zero: lowest compared OMol25 entry of this formula, charge and spin): 52.7 kJ/mol

XYZ file:
```
42
C10H24ClIIrN2OPS ωB97M-V/def2-TZVPD
C -0.33201 -3.03567 -0.52746
I 0.67702 -2.04122 -3.30028
H -1.39489 -2.79949 -0.30171
H 0.26308 -3.38226 0.34029
H -0.32734 -3.82458 -1.32016
Ir 0.33774 -1.12948 -0.98434
P -0.15316 0.98350 -1.92175
C 1.24940 1.77366 -2.67114
C -1.32152 0.72662 -3.28346
H -1.74479 1.72202 -0.24780
H -1.29065 3.02671 -1.41322
H -0.14412 2.56200 -0.08643
C -0.91362 2.20660 -0.79824
H -2.31066 0.41807 -2.90893
H -1.43423 1.65332 -3.84401
H 0.90918 2.50252 -3.41176
H 1.91872 1.07399 -3.18908
H -0.99408 -0.04575 -3.99021
H 1.83956 2.28722 -1.91219
C 2.13741 -0.83930 -0.53660
O 3.24654 -0.63295 -0.20511
Cl -2.11926 -0.67815 -0.56634
C -2.11339 0.41824 2.73129
N -1.04253 -0.12458 3.59213
C -1.42032 -0.68364 4.89311
C 0.22009 -0.05810 3.14388
S 0.55648 0.50324 1.57998
N 1.29522 -0.41049 3.91537
C 1.33698 0.01567 5.29616
C 2.61703 -0.46006 3.26819
H -3.02762 0.38324 3.33896
H -2.22353 -0.20870 1.82771
H -1.87162 1.45806 2.45689
H -0.90306 -1.66160 5.06378
H -1.22753 0.03211 5.69722
H -2.50574 -0.86346 4.82161
H 2.37989 0.06955 5.59582
H 0.97918 1.04516 5.44364
H 0.80899 -0.63954 6.01177
H 2.63010 -1.26223 2.51530
H 2.85263 0.51989 2.80274
H 3.34684 -0.69894 4.04477
```

=====

# C8H13N3

An isolated molecule of C8H13N3 (ωB97M-V/def2-TZVPD, OMol25).

Summary:
* total charge: 0
* Kohn-Sham gap: 9.44 eV
* LUMO level: -0.16 eV
* highest occupied orbital energy: -9.6 eV
* relative energy (zero: lowest compared OMol25 entry of this formula, charge and spin): 426.3 kJ/mol
* SMILES: C/C(C#N)=N/N=C\C(C)(C)C

XYZ file:
```
24
C8H13N3 ωB97M-V/def2-TZVPD
C -1.78008 -1.07399 2.49086
C -1.56776 -0.66929 1.00174
C -1.00124 -1.83300 0.40544
N -0.46125 -2.76522 -0.01388
N -2.08631 0.42206 0.68467
N -1.95619 0.59056 -0.62642
C -0.87292 0.30013 -1.20726
C 0.56493 0.44051 -0.77297
C 0.99344 1.89912 -1.43260
C 1.49732 -0.52475 -1.41377
C 1.00524 0.54403 0.69880
H -2.66762 -1.67571 2.79053
H -1.86261 -0.12593 3.10793
H -0.93348 -1.69050 2.93231
H -0.87704 0.29106 -2.35815
H 0.45826 2.01864 -2.44274
H 2.06075 2.16585 -1.37634
H 0.56997 2.61333 -0.66307
H 1.51288 -0.28766 -2.53547
H 2.53658 -0.41844 -0.99084
H 1.20577 -1.63662 -1.36261
H 0.59992 1.08744 1.41977
H 2.12516 0.76050 0.50467
H 0.93629 -0.43215 1.15941
```

=====

# C2H4OS3

A 2-piece molecular cluster, C2H4OS3 overall (ωB97M-V/def2-TZVPD, OMol25).

Summary:
* total charge: 0
* Kohn-Sham gap: 8.92 eV
* LUMO level: -0.26 eV
* highest occupied orbital energy: -9.2 eV
* relative energy (zero: lowest compared OMol25 entry of this formula, charge and spin): 331.4 kJ/mol

XYZ file:
```
10
C2H4OS3 ωB97M-V/def2-TZVPD
C 2.12055 0.56834 0.18028
C 2.08422 -0.73793 0.09309
O -0.52084 1.03438 -1.61149
S 1.90145 2.08479 0.40337
S -2.39248 1.72912 0.51351
S -0.78101 0.56920 -0.29612
H 2.13638 -0.98769 -0.96639
H -1.60476 2.50386 1.18320
H 2.79033 -1.37063 0.54931
H -1.76716 -0.49019 -0.33792
```

=====

Number 1: E -138069.218 eV. Number 2: E -79418.916 eV. Number 3: E -133557.858 eV. Number 4: E -6692.915 eV. Number 5: E -59339.557 eV. Number 6: E -12972.764 eV. Number 7: E -36688.626 eV.